Entry 1:
{
  "formula": "C38H35BaClN2Si2",
  "method": "wB97M-V/def2-TZVPD",
  "e_homo_ha": -0.1810,
  "homo_lumo_gap_ev": 3.79,
  "de_lowest_kcal_mol": 37.0,
  "charge": 0,
  "symbols": ["C", "C", "C", "H", "C", "C", "H", "H", "H", "H", "Ba", "Si", "C", "C", "H", "C", "H", "C", "H", "C", "H", "C", "H", "C", "C", "H", "C", "H", "C", "H", "C", "H", "C", "H", "H", "Si", "C", "C", "H", "C", "H", "C", "H", "C", "H", "C", "H", "C", "C", "H", "C", "H", "C", "H", "C", "H", "C", "H", "H", "Cl", "N", "C", "C", "C", "C", "C", "C", "C", "C", "N", "C", "H", "H", "H", "H", "H", "H", "H", "H"],
  "coordinates": [[-2.30433, -0.44232, 3.81439], [-2.91843, -0.13473, 2.57106], [-2.53556, -1.13830, 1.63586], [-3.62144, 0.68481, 2.38025], [-1.68288, -2.06301, 2.30818], [-1.54778, -1.63126, 3.65912], [-1.02927, -2.17219, 4.45769], [-2.44860, 0.10208, 4.75221], [-2.87876, -1.21217, 0.59817], [-1.24589, -2.96395, 1.86338], [-0.02210, 0.25217, 1.97894], [3.16480, 1.72473, -1.37804], [1.46817, 2.54605, -1.25257], [1.31950, 3.87016, -1.67937], [2.21065, 4.43756, -1.99379], [0.04167, 4.45251, -1.74134], [-0.07333, 5.44685, -2.18952], [-1.06872, 3.73880, -1.26321], [-2.05850, 4.20744, -1.32767], [-0.92123, 2.45223, -0.74365], [-1.80462, 1.87894, -0.42230], [0.35472, 1.85833, -0.73543], [0.49362, 0.77868, -0.49069], [-0.81567, -1.60319, -1.74126], [-2.17297, -1.64510, -2.10349], [-2.62187, -0.78582, -2.59348], [-2.90617, -2.82746, -1.94522], [-3.94283, -2.88160, -2.29417], [-2.30381, -3.95242, -1.38413], [-2.84790, -4.89877, -1.32933], [-1.00674, -3.87672, -0.89077], [-0.56008, -4.77756, -0.45197], [-0.28708, -2.67638, -0.97403], [0.72295, -2.59295, -0.57652], [3.26566, 0.57439, -2.32124], [0.36619, -0.52199, -2.69250], [0.69678, -1.72449, -4.16863], [-0.05844, -1.69273, -5.35889], [-0.64637, -0.82242, -5.65029], [-0.15209, -2.84726, -6.15886], [-0.81566, -2.85922, -7.02172], [0.55510, -4.00637, -5.82703], [0.40532, -4.92389, -6.40855], [1.40586, -3.99242, -4.71510], [1.99589, -4.86245, -4.45126], [1.46513, -2.86504, -3.88387], [2.04739, -2.89944, -2.96871], [-0.24439, 0.97540, -3.75935], [-1.55651, 1.41464, -4.03382], [-2.42321, 0.87082, -3.63334], [-1.78633, 2.57424, -4.80177], [-2.82341, 2.89360, -4.99372], [-0.71725, 3.29809, -5.33173], [-0.88960, 4.19175, -5.93669], [0.59219, 2.86605, -5.09004], [1.44135, 3.42099, -5.49001], [0.80951, 1.71300, -4.32904], [1.84511, 1.40147, -4.14543], [3.90166, 2.93478, -1.45566], [3.22567, 0.66018, 0.48975], [1.76954, -1.01512, 3.82058], [1.97829, -0.52880, 5.16326], [2.85135, -1.14996, 6.04410], [2.89201, -0.73980, 7.39085], [2.11057, 0.31370, 7.84711], [1.26339, 1.02519, 6.95789], [0.48184, 2.13782, 7.35245], [-0.29327, 2.78417, 6.40036], [-0.30369, 2.31164, 5.07358], [0.41179, 1.24756, 4.66560], [1.20833, 0.60389, 5.58205], [2.63233, -1.45358, 3.47991], [1.07669, -1.77398, 3.82886], [3.46538, -1.98297, 5.69032], [3.54324, -1.26662, 8.08274], [2.13836, 0.62995, 8.89531], [0.52421, 2.45888, 8.39519], [-0.90325, 3.65000, 6.64291], [-0.90215, 2.82095, 4.30716]],
  "mulliken_charge": [-0.203, -1.052, -0.192, 0.375, -0.423, -0.906, 0.574, 0.481, 0.333, 0.386, 1.388, 0.615, 0.318, -0.341, 0.282, -0.660, 0.365, -0.717, 0.388, -0.773, 0.466, 0.862, -0.351, 1.571, -0.785, 0.028, -0.579, 0.375, -0.488, 0.369, -0.650, 0.429, -0.554, 0.420, -0.092, -1.181, 0.650, -0.254, 0.230, -0.606, 0.375, -0.486, 0.342, -0.525, 0.386, -0.468, 0.320, 1.139, -0.054, 0.132, -0.733, 0.375, -0.541, 0.330, -0.726, 0.399, -0.520, 0.455, -0.243, -0.242, -0.115, 0.305, -0.517, -0.605, -0.863, 0.853, -0.558, -0.755, -0.253, 0.211, -0.265, 0.255, 0.216, 0.366, 0.375, 0.364, 0.404, 0.385, 0.383]
}

Entry 2:
{
  "formula": "CH4Cl2O2SSi",
  "method": "wB97M-V/def2-TZVPD",
  "e_homo_ha": -0.3749,
  "homo_lumo_gap_ev": 9.82,
  "de_lowest_kcal_mol": 33.8,
  "charge": 0,
  "symbols": ["C", "O", "O", "Si", "S", "Cl", "Cl", "H", "H", "H", "H"],
  "coordinates": [[-1.46767, 0.56091, -0.10849], [-2.25526, -1.59563, -0.96990], [1.52794, 1.56197, 0.99100], [2.28230, 0.50071, 0.28608], [-0.93348, -1.10839, -0.74078], [-0.08764, -2.04294, 1.03354], [4.08105, -0.18101, 0.73053], [-1.85278, 1.01003, -0.93771], [-2.30702, 0.20796, 0.47703], [-0.77934, 1.32632, 0.24407], [1.79191, -0.23993, -1.00537]],
  "nbo_charge": [-0.810, -0.893, -1.172, 1.715, 1.304, -0.327, -0.352, 0.225, 0.247, 0.271, -0.209]
}

Entry 3:
{
  "formula": "C34H33CeClN3O2S7Sb2",
  "method": "wB97M-V/def2-TZVPD",
  "e_homo_ha": [-0.1848, -0.1848],
  "homo_lumo_gap_ev": [6.04, 6.04],
  "de_lowest_kcal_mol": 0.0,
  "charge": -1,
  "symbols": ["Ce", "Cl", "C", "C", "C", "C", "O", "C", "C", "O", "C", "H", "H", "H", "H", "S", "S", "S", "S", "C", "Sb", "C", "C", "C", "C", "C", "C", "C", "C", "C", "Sb", "C", "C", "H", "H", "H", "H", "H", "H", "H", "H", "H", "H", "H", "H", "H", "H", "H", "H", "H", "H", "H", "H", "S", "C", "S", "C", "N", "N", "C", "C", "C", "C", "C", "C", "S", "H", "H", "H", "H", "H", "N", "C", "C", "C", "C", "C", "C", "C", "H", "H", "H", "H"],
  "coordinates": [[-1.04506, 1.27745, 0.01957], [-2.41949, -5.59348, 2.86569], [-1.74611, -4.07040, 2.36522], [-0.47858, -4.05739, 1.72131], [0.07790, -2.91673, 1.23417], [-0.55946, -1.65616, 1.47521], [-0.02313, -0.55160, 1.10634], [-1.81998, -1.68098, 2.09765], [-2.60844, -0.53126, 2.35418], [-2.39903, 0.62216, 1.96891], [-2.39848, -2.88501, 2.58442], [0.03304, -4.97834, 1.53316], [1.04209, -2.93068, 0.75318], [-3.48443, -0.75674, 2.99042], [-3.35015, -2.90738, 3.02327], [0.09002, 1.84518, -2.48523], [1.08628, 3.59357, -2.20439], [0.92897, 3.90031, -0.18477], [-1.07463, 4.00752, 0.12021], [4.91754, 0.46743, 0.18624], [2.77709, 0.13406, 0.44653], [2.56998, -1.55059, -0.93319], [3.05868, -1.00195, 2.26832], [3.47083, -0.13558, 3.42518], [4.82974, 0.05722, 3.65435], [5.30725, 0.84422, 4.69360], [4.40061, 1.40745, 5.56641], [3.04924, 1.15115, 5.41415], [2.57062, 0.44624, 4.31159], [1.11568, 0.42074, 4.08241], [0.44773, 2.12120, 2.88163], [-0.68164, 3.12416, 4.44853], [2.18417, 3.42212, 3.06962], [5.47983, -0.43630, 0.30035], [5.28581, 1.27073, 0.85570], [5.08534, 0.81721, -0.85640], [3.07183, -2.45306, -0.58698], [2.97206, -1.27277, -1.88095], [1.50372, -1.74580, -1.14671], [3.85894, -1.70166, 2.05917], [2.12094, -1.50763, 2.45592], [5.52540, -0.50476, 3.06447], [6.36817, 0.97528, 4.81927], [4.74190, 1.99285, 6.42360], [2.35229, 1.60646, 6.12584], [0.60311, 0.47534, 5.04070], [0.80365, -0.47500, 3.54712], [0.00603, 3.39250, 5.26274], [-1.51819, 2.51531, 4.81420], [-1.11511, 4.06682, 4.07837], [2.40510, 3.69603, 4.13407], [2.02218, 4.33546, 2.48403], [3.06779, 2.94790, 2.62634], [-2.98563, -0.00990, -6.90134], [-2.41328, -0.59164, -5.49049], [-3.00652, 0.00122, -3.96216], [-1.85893, -1.02481, -3.14607], [-1.15088, -1.71325, -3.95479], [-1.44111, -1.47970, -5.24621], [-0.74760, -2.26986, -6.24311], [-1.45506, -3.01451, -7.16119], [-0.75970, -3.84656, -8.03721], [0.64178, -3.91380, -8.00838], [1.32730, -3.14361, -7.06300], [0.62337, -2.37317, -6.15904], [-1.78560, -1.13012, -1.47288], [-2.50967, -2.96056, -7.20068], [-1.30789, -4.42592, -8.77111], [1.15948, -4.56114, -8.68033], [2.42845, -3.13012, -7.03444], [1.11345, -1.84376, -5.32575], [-7.94887, 3.92147, -2.12592], [-6.96790, 3.46301, -1.74002], [-5.73482, 2.99040, -1.20381], [-5.54287, 2.98324, 0.18951], [-4.36281, 2.51795, 0.69312], [-3.35289, 2.03040, -0.13225], [-3.55964, 2.06832, -1.49754], [-4.71733, 2.57904, -2.06639], [-6.36272, 3.32408, 0.77285], [-4.23774, 2.49898, 1.78273], [-2.76592, 1.75951, -2.15790], [-4.82812, 2.66201, -3.13089]],
  "mulliken_charge": [0.178, -0.254, -0.080, -0.780, -0.541, 0.124, -0.115, 1.755, -0.595, -0.256, -1.167, 0.459, 0.243, 0.238, 0.512, -0.205, -0.080, -0.137, -0.143, -1.347, 0.620, -1.268, -1.167, 0.682, -0.709, -0.788, -0.604, -0.706, 0.621, -0.655, 0.854, -1.363, -1.206, 0.419, 0.323, 0.349, 0.463, 0.453, 0.180, 0.814, 0.333, 0.379, 0.415, 0.366, 0.324, 0.793, -0.272, 0.361, 0.387, 0.355, 0.367, 0.504, 0.229, -0.380, 0.114, 0.024, 0.216, -0.905, 0.796, 0.056, -0.335, -0.576, -0.454, -0.492, -0.269, -0.377, 0.458, 0.345, 0.398, 0.320, 0.448, -0.560, -0.120, 0.608, -0.768, -0.045, 0.193, -0.130, -1.319, 0.492, 0.368, 0.729, 0.501]
}